1:
17
Properties=species:S:1:pos:R:3:lowdin_charge:R:1 method="wB97M-V/def2-TZVPD" multiplicity=1 homo_ev="-7.32 / -7.73" charge=0 gap_ev="7.665 / 7.468"
C -0.10 -0.86 -2.04 -0.25
C -2.26 -0.11 -0.25 -0.15
C 2.86 0.42 1.04 0.01
C -0.98 -0.29 0.59 -0.33
O 0.22 1.49 -0.99 -0.30
P 0.39 -0.08 -0.65 0.76
H 0.27 -1.82 -2.12 -0.03
H -0.12 -0.26 -3.00 0.05
H -3.02 -0.46 0.37 0.04
H -2.31 0.90 -0.58 0.06
H -2.10 -0.68 -1.16 0.03
H 3.62 0.08 0.35 -0.02
H 2.65 1.43 1.10 -0.06
H 2.42 -0.20 1.84 -0.01
H -0.98 -1.40 0.98 0.12
H -0.86 0.36 1.34 0.01
H 0.31 2.12 -0.24 0.08


2:
17
Properties=species:S:1:pos:R:3:lowdin_charge:R:1 method="wB97M-V/def2-TZVPD" multiplicity=1 homo_ev=-9.45 charge=0 gap_ev=10.060
C 1.47 -0.62 0.48 -0.05
C -0.83 -1.03 -0.67 -0.11
C 0.36 1.13 -1.00 -0.12
C 0.12 0.05 -0.07 -0.74
O -1.41 -0.67 2.27 -0.38
P -0.82 0.34 1.41 0.70
H 1.43 -1.66 0.25 0.07
H 2.27 -0.26 -0.14 0.06
H 1.85 -0.36 1.49 0.08
H -0.56 -1.27 -1.70 0.10
H -1.80 -0.66 -0.65 0.03
H -0.67 -1.88 -0.12 0.04
H -0.57 1.59 -1.34 0.07
H 0.95 1.90 -0.68 0.06
H 0.64 0.67 -1.98 0.11
H -0.23 1.35 2.10 0.00
H -2.20 1.37 0.35 0.08


Energy comparison, zero being the most stable, in kcal/mol: 1 47.5; 2 0.0.


1:
25
Properties=species:S:1:pos:R:3:lowdin_charge:R:1 method="wB97M-V/def2-TZVPD" multiplicity=1 homo_ev=-9.60 smiles="CCC1(CC(N)=O)CCC1" charge=0 gap_ev=10.370
C -0.14 -2.49 0.11 -0.09
C -0.17 -1.25 -0.78 -0.21
C -0.37 0.06 -0.02 -0.45
C 0.75 0.36 0.99 -0.06
C 2.15 0.19 0.45 -0.54
N 2.56 1.01 -0.54 0.15
O 2.88 -0.79 0.69 0.02
C -0.71 1.29 -0.91 -0.13
C -1.84 1.66 0.07 -0.16
C -1.75 0.24 0.67 -0.13
H -0.26 -3.41 -0.49 0.07
H 0.80 -2.57 0.66 0.07
H -0.96 -2.47 0.85 0.08
H 0.75 -1.20 -1.38 0.12
H -1.00 -1.35 -1.49 0.11
H 0.63 1.39 1.36 0.13
H 0.66 -0.32 1.85 0.13
H 2.34 1.99 -0.47 0.10
H 3.33 0.54 -1.09 0.15
H 0.08 2.03 -1.08 0.09
H -1.10 0.98 -1.89 0.11
H -1.54 2.44 0.79 0.10
H -2.81 1.96 -0.37 0.10
H -2.50 -0.44 0.24 0.12
H -1.78 0.14 1.76 0.11


2:
25
Properties=species:S:1:pos:R:3:lowdin_charge:R:1 method="wB97M-V/def2-TZVPD" multiplicity=1 homo_ev=-8.17 charge=0 gap_ev=9.113
C 0.39 2.23 -1.64 -0.09
C 0.37 0.79 -2.07 -0.42
C 1.35 0.43 -3.24 -0.04
C 0.82 0.10 -0.87 -0.16
C 0.01 -0.83 -0.59 -0.31
O -0.78 -1.65 -0.64 0.18
H 0.01 2.86 -2.34 0.03
H 1.33 2.61 -1.21 0.09
H -0.33 2.36 -0.75 0.11
H -0.71 0.51 -2.31 0.17
H 2.00 1.24 -3.38 0.05
H 0.79 0.31 -4.14 0.06
H 1.90 -0.53 -3.05 0.09
H 1.78 0.35 -0.29 0.17
C -1.86 -0.16 2.76 -0.06
C -0.47 -0.03 2.22 -0.23
N 0.37 -0.92 1.90 -0.03
C 0.01 -2.33 2.14 -0.11
H -2.47 0.46 2.13 0.07
H -2.05 0.30 3.77 0.10
H -2.31 -1.12 2.67 0.05
H -0.13 0.93 2.13 0.08
H 0.49 -2.67 3.08 0.10
H -1.01 -2.39 2.38 0.04
H 0.49 -2.86 1.35 0.06


Energy comparison, zero being the most stable, in kcal/mol: 1 0.0; 2 72.3.


1:
22
Properties=species:S:1:pos:R:3:lowdin_charge:R:1 method="wB97M-V/def2-TZVPD" multiplicity=1 homo_ev=-8.67 smiles="CC(=O)/C=C/c1ccccc1O" charge=0 gap_ev=8.236
C -3.32 0.72 0.96 -0.02
C -3.02 -0.17 -0.24 -0.45
O -3.88 -0.91 -0.68 0.07
C -1.69 0.03 -0.80 -0.07
C -0.69 0.72 -0.37 -0.05
C 0.67 0.16 -0.26 -0.14
C 0.71 -1.27 -0.18 -0.03
C 1.93 -1.91 0.06 -0.07
C 3.14 -1.11 0.18 -0.05
C 2.99 0.26 0.08 -0.05
C 1.80 0.93 -0.13 -0.29
O 1.76 2.25 -0.52 0.04
H -3.82 0.00 1.68 0.11
H -4.11 1.47 0.75 0.09
H -2.48 1.16 1.41 0.04
H -1.39 -0.82 -1.48 0.14
H -0.90 1.75 -0.13 0.13
H -0.26 -1.75 -0.22 0.10
H 1.87 -3.08 0.03 0.13
H 4.06 -1.72 0.25 0.11
H 3.92 0.73 -0.13 0.11
H 2.70 2.55 -0.24 0.16


2:
22
Properties=species:S:1:pos:R:3:lowdin_charge:R:1 method="wB97M-V/def2-TZVPD" multiplicity=1 homo_ev=-7.93 charge=0 gap_ev=8.832
C -0.10 1.76 2.70 -0.12
C 0.52 2.56 1.59 -0.16
C 0.74 2.15 0.33 -0.09
C 0.51 0.81 -0.26 -0.21
C 1.43 0.31 -1.20 -0.05
C 1.25 -0.90 -1.83 0.00
C 0.12 -1.63 -1.52 -0.19
C -0.84 -1.14 -0.62 -0.23
C -0.68 0.08 0.01 0.06
O -1.91 -1.96 -0.61 0.03
C -1.46 -3.15 -1.28 -0.14
O -0.38 -2.78 -2.13 0.02
H 0.07 0.68 2.60 0.07
H -1.17 2.00 2.77 0.08
H 0.41 2.11 3.65 0.08
H 0.83 3.57 1.87 0.10
H 1.22 2.86 -0.34 0.10
H 2.29 0.91 -1.42 0.11
H 2.00 -1.26 -2.52 0.12
H -1.46 0.48 0.65 0.12
H -2.24 -3.60 -1.94 0.15
H -1.15 -3.86 -0.51 0.13


Energy comparison, zero being the most stable, in kcal/mol: 1 27.4; 2 0.0.


1:
15
Properties=species:S:1:pos:R:3:lowdin_charge:R:1 method="wB97M-V/def2-TZVPD" multiplicity=1 homo_ev=-8.92 smiles=C1P[C@H]2C[C@@H]1C2 charge=0 gap_ev=9.997
C -0.98 -0.80 -0.80 -0.39
P -0.33 0.55 -1.82 0.86
C 0.66 1.07 -0.34 -0.48
C 1.10 -0.22 0.35 -0.25
C -0.34 -0.50 0.66 -0.33
C -0.60 1.04 0.77 -0.13
H -0.84 -1.82 -1.26 0.08
H -2.07 -0.61 -0.74 0.06
H 1.02 0.14 -2.36 -0.04
H 1.49 1.85 -0.58 0.12
H 1.70 -0.14 1.21 0.10
H 1.54 -0.88 -0.36 0.08
H -0.61 -1.09 1.49 0.11
H -1.58 1.42 0.56 0.07
H -0.15 1.42 1.76 0.12


2:
15
Properties=species:S:1:pos:R:3:lowdin_charge:R:1 method="wB97M-V/def2-TZVPD" multiplicity=1 homo_ev=-7.57 charge=0 gap_ev=8.564
C -0.65 0.73 -1.39 -0.05
C 0.38 -0.04 -1.71 -0.02
C 0.44 0.67 -0.42 -0.46
C 1.63 1.64 -0.33 -0.11
C -1.37 -1.62 1.37 -0.49
P 0.00 -0.48 1.69 0.77
H -1.35 1.45 -1.90 0.12
H 0.89 -0.68 -2.38 0.09
H 1.62 2.04 0.67 0.04
H 1.46 2.50 -1.07 0.10
H 2.55 1.09 -0.55 0.07
H -1.88 -1.88 2.30 0.02
H -0.73 -2.56 1.11 0.04
H -2.04 -1.32 0.57 0.01
H -0.93 0.41 2.30 -0.13


3:
15
Properties=species:S:1:pos:R:3:lowdin_charge:R:1 method="wB97M-V/def2-TZVPD" multiplicity=1 homo_ev="-6.97 / -6.28" smiles="C=[PH]=c1cc1.C" charge=0 gap_ev="7.587 / 6.555"
C -0.01 -2.16 0.39 -0.38
P -1.27 -1.14 -0.31 0.81
C -1.10 0.60 -0.33 -0.49
C -1.13 1.65 0.66 -0.01
C -1.98 1.68 -0.37 -0.05
H 0.51 -2.96 -0.20 0.00
H 0.36 -1.70 1.35 -0.02
H -1.14 -1.44 -1.65 -0.05
H -0.81 2.22 1.54 0.12
H -2.70 2.35 -0.88 0.12
C 1.87 0.13 0.00 -0.07
H 1.83 1.24 0.19 0.04
H 2.82 -0.08 -0.46 0.02
H 1.67 -0.37 0.88 -0.03
H 1.09 -0.02 -0.82 0.01


Energy comparison, zero being the most stable, in kcal/mol: 1 0.0; 2 65.5; 3 108.8.